Computed, not measured: a structure of composition C5H7O4V at a distorted geometry, with the ωB97M-V functional and the def2-TZVPD basis.

Geometry as XYZ:
```
17
Properties=species:S:1:pos:R:3:forces:R:3
H 2.98601 -1.03375 -0.77957 -1.715 0.431 0.120
V 3.11561 1.60338 0.61087 1.615 -1.526 1.607
O 3.19436 -0.43704 1.01805 -0.569 3.636 0.908
O 1.28422 -1.49384 0.25680 -1.971 -0.163 0.018
C 0.06104 -0.80921 0.56102 0.945 -0.051 0.157
C 0.03557 0.39584 -0.37658 4.179 -0.560 1.163
O 1.77211 0.63114 -0.33270 -4.463 0.643 -1.379
C 2.28726 -0.60911 0.03547 4.296 -3.133 -1.667
H -0.75056 -1.51559 0.36718 0.140 -0.001 0.175
H 0.09362 -0.49414 1.61330 -0.386 -0.038 -0.176
H -0.21228 1.33394 0.12893 -0.501 0.000 -0.941
H 0.00857 0.11474 -1.43585 -0.510 0.758 0.222
H -2.39042 1.10793 -1.52069 0.434 0.069 0.139
O -3.62152 0.92509 1.32409 1.454 -0.911 -2.746
C -2.34608 0.34127 -0.74153 -1.293 -0.544 -2.055
C -3.07831 0.63298 0.35650 -2.085 1.367 4.320
H -2.43921 -0.69361 -1.08528 0.429 0.024 0.135
```
Forces are in eV/Å.

For the lowest unoccupied orbital energy (spin up / spin down), the calculation gives -9.04 / -12.90 eV. As for the multiplicity: 5. Its net charge is +2. The value obtained for the electronic energy is -39151.3239 eV. The calculation puts the highest occupied orbital energy (spin up / spin down) at -16.7 / -16.9 eV. As for the expectation value of S²: 6.024.

Results of the Mulliken charge analysis, in e, for atoms 1 through 5:
1 H 0.325
2 V 1.210
3 O -0.806
4 O -0.309
5 C -0.408

***

Computed, not measured: an isolated molecule of C4H8O3 at a distorted geometry, with the ωB97M-V functional and the def2-TZVPD basis.

Geometry as XYZ:
```
15
Properties=species:S:1:pos:R:3:forces:R:3
C 1.06617 1.25643 0.33690 -0.214 -0.217 -0.175
C 0.11522 0.30553 -0.34554 0.270 0.018 0.370
O -0.66249 0.85957 -1.37642 -0.103 0.038 -0.055
C 0.47751 -1.16819 -0.50271 -0.307 -0.094 0.240
C -0.60221 -0.75031 0.45123 -0.621 0.356 -0.782
O -1.98253 -0.92205 0.21580 0.551 -0.262 -0.497
O -0.39271 -0.90526 1.79417 -1.225 0.750 0.768
H 1.88321 1.53095 -0.33057 0.088 0.033 -0.012
H 1.47378 0.78640 1.22848 0.081 0.028 0.027
H 0.53372 2.16059 0.62823 -0.014 0.046 0.034
H -0.08535 1.07951 -2.11781 -0.054 -0.067 0.063
H 0.17802 -1.66072 -1.41559 -0.079 0.000 -0.086
H 1.40355 -1.51069 -0.07154 0.164 -0.043 0.088
H -2.18142 -0.56965 -0.66481 0.043 0.085 0.186
H -1.22447 -0.49211 2.17018 1.421 -0.672 -0.169
```
Forces are in eV/Å.

The SMILES is C[C@@]1(O)CC1(O)O. For the lowest unoccupied orbital energy, the calculation gives 0.69 eV. The value obtained for the electronic energy is -10418.9935 eV. The calculation puts the highest occupied orbital energy at -9.2 eV.

Results of the Mulliken charge analysis, in e, for atoms 1 through 5:
1 C -1.386
2 C 0.736
3 O -0.568
4 C -0.929
5 C 0.679

***

Computed, not measured: an isolated molecule of C7H11N at a distorted geometry, with the ωB97M-V functional and the def2-TZVPD basis.

Geometry as XYZ:
```
19
Properties=species:S:1:pos:R:3:forces:R:3
C -0.23906 2.85124 0.17930 -0.385 -0.677 -0.723
C -1.07636 1.75915 0.85337 -0.109 -1.059 0.984
C -0.26155 0.54682 1.38071 0.690 1.442 0.308
C 0.22781 -0.38928 0.33647 -0.436 -1.697 -0.532
C 0.49104 -1.79579 0.52525 0.060 0.342 -0.205
C 0.60966 -2.37024 -0.70959 -1.032 0.158 -0.696
N 0.30878 -1.40548 -1.66897 1.156 0.061 0.715
C 0.18952 -0.20870 -1.02890 0.176 1.072 1.269
H 0.83683 2.66814 0.20558 -0.020 -0.079 0.381
H -0.44134 3.83989 0.57966 -0.034 0.080 -0.133
H -0.49314 2.79252 -0.88264 0.055 0.625 -0.024
H -1.64860 2.13854 1.70732 0.291 0.236 -0.025
H -1.84961 1.31566 0.22436 0.057 0.360 -0.478
H 0.58347 1.00666 1.92220 -0.125 -0.384 0.171
H -0.86143 -0.00624 2.10323 0.028 -0.036 0.023
H 0.56358 -2.33368 1.45641 -0.044 0.047 0.074
H 0.64258 -3.39975 -1.02530 0.226 -0.063 0.195
H 0.48047 -1.49538 -2.64921 0.080 -0.118 -0.188
H 0.35559 0.79825 -1.38244 -0.634 -0.311 -1.115
```
Forces are in eV/Å.

The SMILES is CCCc1cc[nH]c1. For the lowest unoccupied orbital energy, the calculation gives 1.07 eV. The value obtained for the electronic energy is -8926.7742 eV. The calculation puts the highest occupied orbital energy at -8.1 eV.

Results of the Mulliken charge analysis, in e, for atoms 1 through 5:
1 C -1.180
2 C -0.636
3 C -0.496
4 C 0.512
5 C -0.814

***

Computed, not measured: a cluster of 2 separate species, C4H12NO2 in total at a distorted geometry, with the ωB97M-V functional and the def2-TZVPD basis.

Geometry as XYZ:
```
19
Properties=species:S:1:pos:R:3:forces:R:3
C -1.24443 -0.27909 -0.76996 0.382 3.011 -1.264
O -2.43485 0.48777 -1.02857 0.703 -1.788 0.113
C -0.52439 0.37400 0.36513 -0.963 -0.139 1.723
C 0.77252 -0.26359 0.78897 0.572 -0.206 -0.737
C 1.92230 -0.26438 -0.19906 -1.021 1.672 0.197
O 2.16300 1.09988 -0.32349 0.236 -0.036 -0.667
N -1.44385 0.42795 1.55661 0.937 1.001 -1.396
H -1.39040 -1.29880 -0.48012 -0.435 -1.787 0.533
H -0.62804 -0.25978 -1.66735 0.140 -0.033 -0.160
H -2.90609 -0.01153 -1.71234 -0.267 0.450 0.066
H -0.29093 1.42223 0.09534 0.288 -0.196 -0.354
H 1.14328 0.21685 1.69510 -0.240 -0.642 0.431
H 0.53777 -1.38922 0.88215 -0.239 -0.484 0.015
H 2.78993 -0.83591 0.10301 0.199 -0.310 0.073
H 1.53118 -0.71144 -1.14822 -0.160 -0.573 -0.480
H 2.86514 1.34150 -0.94589 0.141 -0.252 0.229
H -0.97096 1.09267 2.16032 -0.079 -0.219 0.708
H 0.35860 -2.12632 -0.61725 0.002 1.035 0.907
H -2.24976 0.97722 1.24562 -0.195 -0.505 0.063
```
Forces are in eV/Å.

For the lowest unoccupied orbital energy, the calculation gives -9.11 eV. Its net charge is +1. The value obtained for the electronic energy is -9914.0794 eV. The calculation puts the highest occupied orbital energy at -14.1 eV.

Results of the Mulliken charge analysis, in e, for atoms 1 through 5:
1 C -1.308
2 O -0.471
3 C 0.931
4 C -0.982
5 C -0.396

***

Computed, not measured: a cluster of 8 separate species, C51H64NO2P in total at a distorted geometry, with the ωB97M-V functional and the def2-TZVPD basis.

Geometry as XYZ:
```
119
Properties=species:S:1:pos:R:3:forces:R:3
C -5.45693 2.37644 2.44630 -0.029 -0.305 -0.261
C -5.35822 0.83685 2.89688 -0.001 0.326 -0.144
C -4.57972 -0.12231 1.87348 0.418 -0.228 0.287
C -3.25971 0.51256 1.22060 0.034 -0.753 0.016
N -2.81137 -0.29256 0.01630 -0.767 0.280 1.081
P -1.01690 -0.28689 -0.09034 -0.153 -1.107 0.856
C 0.88537 -0.31800 -0.08831 1.460 0.691 0.005
C 1.59280 0.36785 -1.36844 -0.133 0.039 0.516
C 0.58715 0.98268 -2.46438 1.611 -0.713 -0.947
C 1.52745 1.70549 -3.59158 -0.809 -1.431 -0.413
O 1.28551 3.13723 -3.70249 -1.537 -0.782 -2.125
C 0.43519 3.42079 -4.82540 2.242 3.904 -1.301
O 0.65173 4.48696 -5.46085 -1.311 -4.344 2.624
H -6.41286 2.84414 2.88739 1.595 -0.603 -0.691
H -4.53590 2.96792 2.79563 -1.435 -0.834 -0.551
H -5.50438 2.43459 1.29696 -0.048 0.047 1.736
H -6.44029 0.44981 3.00944 1.831 0.411 0.074
H -4.80222 0.81945 3.90668 -1.082 -0.149 -1.412
H -4.22558 -1.04231 2.48215 -0.583 1.321 -1.014
H -5.26416 -0.54015 1.05461 0.841 0.873 1.052
H -2.42854 0.44006 2.02337 -1.134 0.483 -0.838
H -3.36871 1.59179 0.86791 0.015 -1.385 0.752
H -3.13873 -1.26955 0.16196 0.332 0.811 -0.238
H -1.12471 -0.90137 -1.38241 0.118 0.252 0.414
H -1.06954 1.12682 0.17649 0.155 -0.452 -0.297
H -0.98054 -1.20507 1.04386 0.212 0.499 -0.341
H 1.29326 -1.38177 0.05300 -0.782 1.403 -0.208
H 1.22415 0.28980 0.83728 -0.615 -1.051 -1.216
H 2.24008 -0.43551 -1.87389 -0.846 1.352 0.537
H 2.28911 1.20007 -0.97831 -0.982 -1.242 -0.834
H 0.10111 0.08905 -3.01214 0.402 1.574 0.988
H -0.20084 1.69605 -2.05051 1.175 -0.932 -0.622
H 1.28773 1.25089 -4.62736 0.394 0.489 1.625
H 2.64691 1.47183 -3.42245 -1.801 0.836 -0.020
H -0.37983 2.68719 -5.16332 1.214 0.619 0.918
C 5.08793 3.17263 -1.76251 0.002 0.003 -0.042
C 6.37783 3.31398 -2.26129 0.071 -0.049 0.020
C 7.47094 3.18450 -1.40959 -0.112 -0.017 0.096
C 7.27093 2.91732 -0.05724 -0.097 0.030 -0.094
C 5.97778 2.78530 0.44150 0.054 0.000 -0.067
C 4.88753 2.91213 -0.41325 0.055 -0.024 0.059
H 4.23495 3.26745 -2.42692 0.048 0.034 0.031
H 6.53169 3.52427 -3.31463 -0.020 -0.034 0.091
H 8.47816 3.29139 -1.79854 -0.083 -0.011 0.028
H 8.12214 2.81348 0.60701 -0.067 0.014 -0.047
H 5.82032 2.58300 1.49603 0.019 0.016 -0.094
H 3.87843 2.80833 -0.02803 0.079 0.022 0.000
C -2.15915 1.43022 -7.72248 -0.096 -0.005 0.065
C -2.80876 0.23586 -8.01887 -0.035 0.035 0.024
C -4.18023 0.11999 -7.81523 0.037 0.089 0.025
C -4.90228 1.19777 -7.31076 0.111 -0.001 -0.012
C -4.25130 2.38903 -7.00573 0.019 -0.060 -0.018
C -2.88035 2.50628 -7.21283 0.003 -0.068 0.010
H -1.09066 1.52268 -7.88771 -0.073 0.001 -0.008
H -2.24561 -0.60530 -8.40982 -0.053 0.077 0.021
H -4.68701 -0.81021 -8.04960 0.044 0.078 0.017
H -5.97189 1.10844 -7.15438 0.083 0.006 -0.006
H -4.81300 3.22746 -6.60689 0.053 -0.073 -0.045
H -2.37303 3.43642 -6.97711 -0.038 -0.048 -0.044
C -8.55553 -3.26790 -1.18331 0.026 0.096 0.047
C -9.25827 -3.05661 -0.00108 0.033 0.050 -0.032
C -9.17876 -1.82756 0.64626 0.058 -0.002 -0.069
C -8.39257 -0.81031 0.11327 0.002 -0.104 -0.026
C -7.68247 -1.02460 -1.06412 -0.027 -0.026 0.016
C -7.76489 -2.25245 -1.71342 -0.057 -0.009 0.084
H -8.62295 -4.22404 -1.69128 0.012 0.071 0.047
H -9.86927 -3.85054 0.41587 0.047 0.073 -0.041
H -9.72945 -1.66201 1.56633 0.042 -0.015 -0.076
H -8.33235 0.14903 0.61641 0.004 -0.061 -0.035
H -7.06461 -0.23343 -1.47670 -0.048 -0.070 0.037
H -7.21305 -2.41866 -2.63258 -0.043 0.022 0.075
C -1.26449 -3.36796 6.53265 -0.092 0.040 -0.025
C -1.08822 -2.32466 5.62908 -0.056 -0.010 0.040
C -2.18215 -1.57412 5.20992 -0.034 -0.061 0.049
C -3.45414 -1.86972 5.69125 0.087 -0.051 0.004
C -3.63196 -2.91882 6.58777 0.063 0.011 -0.010
C -2.53742 -3.66709 7.00993 0.030 0.084 -0.064
H -0.41046 -3.94862 6.86447 -0.079 0.013 -0.063
H -0.09673 -2.09566 5.25159 -0.080 -0.016 0.025
H -2.04391 -0.75822 4.50767 -0.012 -0.054 0.043
H -4.30684 -1.28280 5.36628 0.051 -0.045 0.013
H -4.62454 -3.15318 6.95858 0.090 0.027 -0.031
H -2.67570 -4.48371 7.71080 0.009 0.062 -0.057
C 6.91872 6.72518 -6.83317 -0.084 -0.026 0.056
C 7.34672 6.58902 -5.51612 -0.060 -0.027 -0.032
C 6.45825 6.15627 -4.53659 -0.031 0.027 -0.087
C 5.13959 5.86346 -4.87324 0.085 0.020 -0.045
C 4.70915 6.00833 -6.18837 0.027 -0.009 -0.023
C 5.59861 6.43760 -7.16883 0.073 -0.006 0.111
H 7.61316 7.05623 -7.59808 -0.053 -0.015 0.061
H 8.37399 6.81965 -5.25299 -0.085 -0.022 -0.023
H 6.79281 6.04693 -3.51018 -0.035 0.021 -0.075
H 4.44734 5.52362 -4.11004 0.028 0.039 -0.055
H 3.67949 5.78571 -6.44964 0.080 0.013 0.053
H 5.26360 6.54839 -8.19477 0.023 -0.011 0.084
C 4.15948 -4.63304 9.13363 -0.099 0.032 -0.005
C 3.38062 -5.24568 10.11044 -0.032 0.034 -0.057
C 2.00298 -5.05145 10.12612 0.045 0.046 -0.073
C 1.40382 -4.24051 9.16680 0.117 -0.013 -0.005
C 2.18409 -3.62026 8.19513 0.023 -0.069 0.057
C 3.56134 -3.81758 8.17746 -0.042 -0.056 0.072
H 5.23272 -4.79005 9.11781 -0.084 0.020 0.008
H 3.84786 -5.87598 10.86002 -0.042 0.049 -0.072
H 1.39570 -5.53200 10.88595 0.051 0.041 -0.062
H 0.32934 -4.09097 9.17729 0.076 0.014 0.015
H 1.71806 -2.98293 7.45034 0.040 -0.038 0.071
H 4.16918 -3.33594 7.41876 -0.050 -0.037 0.061
C 3.67819 -4.94441 -0.50366 0.015 0.066 0.068
C 3.97947 -5.56588 0.70423 -0.014 0.072 -0.003
C 4.19598 -4.80093 1.84619 -0.022 0.056 -0.073
C 4.11539 -3.41316 1.77940 -0.011 -0.074 -0.081
C 3.82315 -2.79128 0.56950 0.003 -0.046 0.004
C 3.60298 -3.55631 -0.57167 0.009 -0.060 0.095
H 3.50292 -5.54135 -1.39232 0.025 0.045 0.068
H 4.04484 -6.64777 0.75590 -0.015 0.096 -0.003
H 4.42754 -5.28604 2.78861 -0.022 0.037 -0.079
H 4.28156 -2.81661 2.67001 -0.003 -0.040 -0.070
H 3.76606 -1.70867 0.51590 0.012 -0.085 0.004
H 3.37279 -3.07119 -1.51468 0.021 -0.032 0.066
```
Forces are in eV/Å.

The SMILES is CCCCN[PH3]CCCCOC=O.c1ccccc1.c1ccccc1.c1ccccc1.c1ccccc1.c1ccccc1.c1ccccc1.c1ccccc1. For the lowest unoccupied orbital energy, the calculation gives 0.46 eV. The value obtained for the electronic energy is -68794.0061 eV. The calculation puts the highest occupied orbital energy at -8.6 eV.

Results of the Mulliken charge analysis, in e, for atoms 1 through 5:
1 C -1.142
2 C -0.127
3 C -0.535
4 C -0.083
5 N -0.635

***

Computed, not measured: a cluster of 2 separate species, C5H10N2O in total at a distorted geometry, with the ωB97M-V functional and the def2-TZVPD basis.

Geometry as XYZ:
```
18
Properties=species:S:1:pos:R:3:forces:R:3
C -2.11426 -0.03233 -0.93272 -0.710 -0.263 -0.332
C -0.79805 -0.66547 -1.35290 1.211 0.832 0.030
C 0.10919 -0.86564 -0.16847 -0.599 -0.477 -1.403
C 0.17607 -2.01090 0.56122 -1.896 -0.536 0.474
N 1.03603 -1.73809 1.56657 2.029 -0.243 0.803
C 1.63428 -0.57237 1.23434 -0.351 1.777 1.872
N 1.00826 0.07339 0.27401 0.664 -1.097 -0.299
H -1.98618 0.99130 -0.54236 0.075 -0.462 -0.138
H -2.60791 -0.64457 -0.15937 0.090 0.273 -0.276
H -2.76862 0.00870 -1.81970 0.002 0.142 0.436
H -0.89033 -1.60998 -1.92285 -0.235 0.489 0.379
H -0.25811 0.06089 -1.99032 -0.321 -0.438 -0.055
H -0.44218 -2.90856 0.55276 0.291 0.392 -0.117
H 1.19797 -2.17167 2.47888 -0.106 -0.204 -1.030
H 2.37395 -0.13437 1.90452 -0.132 -0.089 -0.345
O 1.78254 4.26806 0.19434 -1.042 -0.523 -0.264
H 1.65741 3.29868 0.08083 0.061 0.911 0.105
H 0.89000 4.65298 0.04114 0.967 -0.486 0.161
```
Forces are in eV/Å.

The SMILES is CCc1c[nH]cn1.O. For the lowest unoccupied orbital energy, the calculation gives 0.78 eV. The value obtained for the electronic energy is -10374.6059 eV. The calculation puts the highest occupied orbital energy at -8.7 eV.

Results of the Mulliken charge analysis, in e, for atoms 1 through 5:
1 C -0.988
2 C -0.527
3 C 0.318
4 C -0.445
5 N -0.063

***

The highest electronic energy belongs to which entry? C7H11N

***

electronic energy of number 6 (C5H10N2O)? -10374.6059 eV

***

electronic energy of number 3 (C7H11N)? -8926.7742 eV